{
  "formula": "C16H25BF2OPSSi",
  "method": "ωB97M-V with the def2-TZVPD basis set",
  "elements": ["C", "C", "C", "C", "C", "B", "P", "S", "C", "F", "F", "C", "C", "Si", "C", "C", "C", "C", "C", "C", "C", "C", "H", "H", "H", "H", "H", "H", "H", "H", "H", "H", "H", "H", "H", "H", "H", "H", "H", "H", "H", "H", "H", "H", "H", "H", "O", "H"],
  "coordinates": [[3.3323, -2.6695, 3.1316], [2.9155, -2.0709, 2.1764], [2.5339, -1.2861, 0.9517], [3.8296, -0.9013, 0.1751], [3.9672, 0.6179, -0.1207], [2.7515, 1.1810, -0.9753], [2.4660, 0.4161, -2.7223], [1.9934, 1.6904, -4.1297], [1.8497, 2.3269, -0.2825], [1.6482, 1.9773, 1.0170], [2.6706, 3.4475, -0.2482], [0.5709, 2.7463, -0.9805], [-0.4590, 1.5945, -1.1779], [-1.8248, 1.4463, 0.1306], [-3.2246, 2.7081, -0.0761], [-1.2262, 1.5667, 1.9156], [-2.5827, -0.2774, -0.1169], [-3.7891, -0.4934, -0.8245], [-4.2647, -1.8097, -1.0020], [-3.5289, -2.8815, -0.4681], [-2.3347, -2.7035, 0.2387], [-1.8651, -1.3799, 0.4166], [3.5859, -3.0282, 4.1049], [1.8628, -1.9351, 0.3778], [1.9609, -0.4289, 1.3220], [4.6741, -1.1859, 0.8127], [3.8941, -1.5386, -0.7153], [4.8529, 0.7298, -0.7732], [4.0717, 1.1794, 0.8119], [1.4269, -0.5503, -2.5867], [3.6291, -0.3478, -3.0058], [0.0930, 3.5025, -0.3297], [0.7600, 3.2705, -1.9205], [-0.9750, 1.8011, -2.1288], [-0.0124, 0.5972, -1.2912], [-3.9266, 2.5354, 0.7542], [-3.7759, 2.5966, -1.0139], [-2.8408, 3.7284, 0.0746], [-0.8044, 2.5780, 2.0604], [-2.0181, 1.4267, 2.6586], [-0.4028, 0.8814, 2.1568], [-4.3075, 0.3684, -1.2370], [-5.1772, -1.9708, -1.5713], [-3.8836, -3.8984, -0.6239], [-1.7455, -3.5336, 0.6620], [-0.9277, -1.2240, 0.9495], [-2.0284, -5.5047, 1.6286], [-2.9007, -5.4717, 2.0413]],
  "energy_ev": -53156.3221,
  "gap_ev": 3.28,
  "charge": -1,
  "e_homo_ev": -2.6,
  "de_lowest_kj_mol": 39.1
}

{
  "formula": "C16H25ClFN3O2",
  "method": "ωB97M-V with the def2-TZVPD basis set",
  "elements": ["Cl", "C", "N", "C", "C", "N", "F", "C", "C", "C", "C", "H", "H", "H", "H", "H", "H", "H", "H", "H", "H", "H", "H", "H", "H", "C", "C", "O", "C", "C", "N", "C", "C", "C", "C", "C", "O", "H", "H", "H", "H", "H", "H", "H", "H", "H", "H", "H"],
  "coordinates": [[-2.8922, 5.4334, -0.0215], [-1.1783, 4.9112, 0.0237], [-1.0271, 3.4461, 0.1656], [-1.6209, 2.9079, 1.4835], [-1.3535, 1.4063, 1.5575], [-0.5599, 0.9942, 0.3876], [-0.8048, -2.3576, 1.1702], [0.7271, 1.6824, 0.3437], [0.4799, 3.1809, 0.1874], [-1.3499, 1.1853, -0.8286], [-1.6224, 2.6758, -1.0305], [-0.7209, 5.2480, -0.9111], [-0.7136, 5.4219, 0.8710], [-1.1251, 3.4568, 2.3000], [-2.6897, 3.1612, 1.4701], [-0.7826, 1.1692, 2.4721], [-2.3082, 0.8497, 1.5338], [1.2549, 1.4765, 1.2956], [1.2976, 1.2909, -0.5186], [0.8860, 3.5526, -0.7622], [0.8963, 3.7537, 1.0280], [-0.7809, 0.7771, -1.6832], [-2.3066, 0.6460, -0.6919], [-2.6924, 2.9196, -1.0578], [-1.1300, 3.0639, -1.9348], [4.5102, -1.0833, 2.0074], [3.6358, -1.0143, 0.7791], [2.4158, -1.8026, 1.0697], [1.5275, -1.8898, 0.0694], [0.3310, -2.8087, 0.4943], [-0.2004, -3.4670, -0.7351], [-0.3427, -2.9152, -1.9693], [-1.2981, -3.3982, -2.8499], [-2.1076, -4.4568, -2.4840], [-1.9924, -4.9771, -1.2006], [-1.0070, -4.4945, -0.3548], [1.8130, -1.4443, -1.0122], [5.3379, -0.3675, 1.9541], [3.9165, -0.8591, 2.8951], [4.9522, -2.0772, 2.1200], [3.3294, 0.0143, 0.5712], [4.1441, -1.4165, -0.1020], [0.7230, -3.5870, 1.1582], [0.1989, -1.9718, -2.1226], [-1.3298, -2.9020, -3.8243], [-2.7788, -4.9153, -3.2162], [-2.6147, -5.7691, -0.8144], [-1.0463, -4.6500, 0.7170]],
  "energy_ev": -40786.6322,
  "gap_ev": 8.53,
  "charge": 2,
  "e_homo_ev": -15.3
}

{
  "formula": "C16H25ClN2O3",
  "method": "ωB97M-V with the def2-TZVPD basis set",
  "elements": ["O", "O", "Cl", "O", "C", "C", "C", "C", "C", "C", "C", "C", "N", "N", "C", "C", "C", "C", "C", "C", "C", "C", "H", "H", "H", "H", "H", "H", "H", "H", "H", "H", "H", "H", "H", "H", "H", "H", "H", "H", "H", "H", "H", "H", "H", "H", "H"],
  "coordinates": [[-2.8914, 3.8888, 1.7464], [0.8950, 2.2886, 3.6206], [2.1853, -1.1269, -1.3153], [0.3586, -5.5592, -3.0940], [-3.2153, 2.8372, 2.2811], [-0.0637, 2.7299, 2.9920], [3.6569, -3.0747, -2.5371], [1.2959, -3.5106, -2.2921], [3.8206, -4.3137, -3.1639], [2.3944, -2.6706, -2.0988], [1.4501, -4.7521, -2.9163], [2.7201, -5.1622, -3.3553], [-0.3918, 4.0269, 3.0132], [-2.3805, 1.8183, 2.4921], [-4.6402, 2.6303, 2.7347], [2.9064, -6.4989, -4.0284], [0.3340, 5.0652, 3.7442], [-1.3871, 0.7335, -1.6005], [0.8314, 1.8086, 0.3408], [-1.3770, 0.6291, -0.0692], [-0.6780, 1.8107, 0.6498], [-0.9352, 1.7495, 2.1809], [-0.4344, -5.1449, -2.7221], [4.5105, -2.4202, -2.3898], [0.3223, -3.1812, -1.9494], [4.8076, -4.6149, -3.5029], [-1.2110, 4.2998, 2.4782], [-2.7740, 1.0102, 2.9457], [-5.2092, 3.5377, 2.5366], [-5.0761, 1.7996, 2.1831], [-4.6526, 2.4173, 3.8019], [2.3436, -6.5260, -4.9666], [2.5427, -7.3009, -3.3783], [3.9614, -6.6868, -4.2504], [-0.3597, 5.8361, 4.0817], [1.0863, 5.5170, 3.0958], [0.8332, 4.6341, 4.6148], [-0.3811, 0.6128, -2.0012], [-1.7902, 1.6996, -1.9063], [-2.0168, -0.0572, -2.0096], [1.0054, 1.8359, -0.7336], [1.3114, 2.6905, 0.7657], [1.2984, 0.9158, 0.7590], [-0.8967, -0.3070, 0.2195], [-2.4198, 0.5800, 0.2427], [-1.0905, 2.7432, 0.2624], [-0.5996, 0.7619, 2.4985]],
  "energy_ev": -38644.2810,
  "gap_ev": 9.21,
  "e_homo_ev": -8.7,
  "smiles": "CC[C@H](C)[C@H](NC(C)=O)C(=O)NC.Cc1ccc(Cl)cc1O"
}

{
  "formula": "C16H25FNO11",
  "method": "ωB97M-V with the def2-TZVPD basis set",
  "elements": ["N", "C", "C", "C", "F", "C", "O", "O", "H", "H", "H", "H", "H", "H", "H", "C", "C", "C", "O", "C", "O", "O", "H", "H", "H", "H", "H", "H", "C", "C", "C", "O", "C", "O", "O", "H", "H", "H", "H", "H", "H", "C", "C", "C", "O", "C", "O", "O", "H", "H", "H", "H", "H", "H"],
  "coordinates": [[0.7946, -0.3705, -5.2585], [-0.2441, -0.1670, -4.2255], [-0.8363, 1.2943, -4.3549], [-0.1222, 2.1865, -3.2739], [1.2059, 2.5372, -3.6762], [-1.3113, -1.3062, -4.3025], [-1.8876, -1.6202, -3.2410], [-1.5661, -1.9289, -5.3885], [0.4019, -0.7833, -6.1050], [1.1844, 0.5438, -5.4885], [0.2582, -0.2362, -3.2356], [-0.6009, 1.7877, -5.3287], [-1.9270, 1.3747, -4.1580], [-0.6591, 3.1513, -3.1166], [-0.1144, 1.6613, -2.2824], [-4.5498, -1.4100, -0.5810], [-3.5633, -0.3668, -0.1079], [-4.1986, 0.7393, 0.6916], [-3.3407, 1.8443, 0.4188], [-2.7906, 1.6124, -0.8073], [-2.1982, 2.4287, -1.4415], [-3.0039, 0.3437, -1.2127], [-4.0200, -2.2484, -1.0358], [-5.1532, -1.7891, 0.2475], [-5.2101, -1.0030, -1.3497], [-2.7461, -0.8392, 0.4427], [-4.2227, 0.5221, 1.7592], [-5.2104, 0.9910, 0.3567], [3.9728, -0.0749, 0.3666], [2.5953, -0.2329, -0.2336], [1.8149, 1.0470, -0.2901], [0.4688, 0.5981, -0.1939], [0.4984, -0.5748, 0.4919], [-0.4585, -1.1231, 0.9475], [1.7683, -1.0517, 0.5997], [4.5395, -1.0023, 0.2596], [4.5311, 0.7264, -0.1198], [3.9093, 0.1314, 1.4367], [2.6599, -0.7029, -1.2193], [1.9745, 1.5859, -1.2242], [2.0191, 1.7195, 0.5493], [1.2442, -2.2400, 4.6051], [2.2421, -1.2041, 5.0747], [1.6181, -0.0834, 5.8610], [2.4905, 1.0114, 5.5822], [3.0431, 0.7719, 4.3631], [3.6442, 1.5809, 3.7286], [2.8156, -0.5099, 3.9626], [1.7633, -3.0908, 4.1609], [0.6324, -2.6036, 5.4326], [0.5928, -1.8315, 3.8295], [3.0521, -1.6818, 5.6347], [1.5876, -0.2914, 6.9298], [0.6121, 0.1776, 5.5201]],
  "energy_ev": -43729.9142,
  "gap_ev": 5.90,
  "charge": -1,
  "e_homo_ev": -3.8
}